Formula: C22H56CrF2FeNO14S2
Source: OMol25
Level of theory: ωB97M-V with the def2-TZVPD basis set

Output
<S²>: 20.11
Charge: +3
Spin multiplicity: 9
HOMO-LUMO gap (spin up / spin down) (eV): 5.544 / 3.162
E_LUMO (spin up / spin down) (eV): -11.3 / -13.7
F_max (eV/A): 12.6

Each line ends with the Mulliken spin population.
Element x y z (Å)
Cr  -1.95  -0.78  2.02  3.2123
Fe  -0.33  0.74  -2.99  3.8219
N  -1.34  -1.98  3.38  0.0473
S  -1.33  -1.99  5.09  0.0051
O  -0.10  -1.47  5.65  0.0058
O  -2.07  -2.92  5.78  0.0063
F  -2.24  -0.67  5.24  0.0024
S  -0.40  -3.18  3.41  0.0070
O  -0.63  -4.49  4.09  -0.0026
O  1.01  -2.79  3.21  0.0069
F  -0.86  -3.56  1.91  0.0043
C  -0.53  -0.16  -0.05  0.0652
O  0.07  -0.10  -1.15  -0.0322
O  -0.24  -0.91  0.90  -0.2706
O  -1.63  0.22  0.22  -0.0599
C  3.59  1.31  3.01  0.0003
C  3.04  -0.09  2.64  -0.0020
C  3.44  -1.03  3.78  0.0010
O  1.68  0.03  2.73  -0.0032
H  4.67  1.19  3.16  -0.0001
H  3.15  1.87  3.83  0.0001
H  3.53  2.02  2.18  0.0001
H  3.31  -0.35  1.62  0.0005
H  3.33  -2.09  3.54  0.0000
H  2.98  -0.73  4.72  0.0003
H  4.52  -1.00  3.88  -0.0003
H  1.28  -0.35  1.94  0.0041
C  -3.55  -3.83  -0.96  -0.0018
C  -3.43  -2.41  -0.51  0.0051
C  -4.69  -1.64  -0.78  0.0051
O  -3.06  -2.34  0.85  -0.0012
H  -3.74  -3.72  -2.03  0.0006
H  -4.41  -4.35  -0.54  0.0000
H  -2.61  -4.34  -0.79  -0.0006
H  -2.60  -1.99  -1.07  -0.0033
H  -5.62  -2.03  -0.37  0.0000
H  -4.85  -1.48  -1.85  0.0011
H  -4.77  -0.78  -0.11  -0.0020
H  -3.12  -3.27  1.10  0.0048
C  1.84  4.00  -1.37  0.0035
C  0.44  3.23  -1.40  0.0077
C  -0.65  4.28  -1.06  -0.0012
O  0.26  2.72  -2.66  0.0533
H  2.64  3.51  -1.94  -0.0014
H  2.15  4.04  -0.33  0.0005
H  1.63  5.01  -1.72  0.0001
H  0.61  2.44  -0.66  0.0043
H  -1.50  3.76  -0.61  0.0007
H  -0.96  4.79  -1.97  0.0009
H  -0.20  5.00  -0.37  -0.0005
H  0.32  3.42  -3.31  0.0032
C  2.88  -3.17  0.33  0.2095
C  2.61  -3.07  -1.18  0.0799
C  1.24  -3.66  -1.59  0.0935
O  2.48  -1.74  -1.48  0.6066
H  1.97  -2.92  0.87  -0.0007
H  3.71  -2.56  0.70  -0.0047
H  3.10  -4.21  0.57  0.0103
H  3.48  -3.34  -1.78  0.0176
H  0.39  -3.22  -1.06  -0.0018
H  1.14  -4.73  -1.42  0.0125
H  1.08  -3.49  -2.65  0.0002
H  1.69  -1.27  -1.22  -0.0303
C  -3.46  2.36  -4.29  -0.0012
C  -3.32  2.13  -2.77  0.0006
C  -4.56  1.55  -2.15  0.0032
O  -2.25  1.26  -2.42  0.0493
H  -3.72  1.44  -4.82  0.0020
H  -2.48  2.60  -4.70  0.0012
H  -4.04  3.23  -4.60  -0.0002
H  -3.08  3.06  -2.25  0.0070
H  -4.75  0.76  -2.87  0.0000
H  -5.40  2.24  -2.15  0.0002
H  -4.33  1.10  -1.18  -0.0011
H  -2.30  1.14  -1.47  0.0016
C  4.12  0.52  -4.21  0.0006
C  2.70  0.16  -4.58  0.0037
C  2.58  -1.34  -4.94  0.0034
O  1.81  0.39  -3.45  0.0345
H  4.16  1.60  -4.27  -0.0001
H  4.80  0.12  -4.96  0.0001
H  4.50  0.12  -3.26  0.0003
H  2.44  0.70  -5.49  -0.0018
H  2.78  -1.98  -4.08  0.0018
H  3.47  -1.55  -5.54  0.0007
H  1.68  -1.67  -5.46  -0.0007
H  2.37  0.17  -2.70  0.0085
C  -0.03  1.82  5.22  -0.0008
C  -1.02  1.87  4.07  0.0074
C  -0.69  3.23  3.33  -0.0008
O  -0.75  0.80  3.21  -0.0035
H  -0.32  0.93  5.78  -0.0007
H  -0.14  2.71  5.84  0.0001
H  0.98  1.67  4.85  0.0003
H  -2.08  1.93  4.35  -0.0032
H  -0.88  3.14  2.27  0.0012
H  0.38  3.43  3.38  -0.0009
H  -1.19  4.13  3.68  0.0005
H  0.21  0.86  3.23  -0.0045